[1]
10
Properties=species:S:1:pos:R:3 method="wB97M-V/def2-TZVPD" homo_ev=-10.1 lumo_ev=0.3083 total_charge=0 spin_multiplicity=1 gap_ha=0.3812 de_lowest_kcal_mol=31.3 energy_ev=-6264.8973
H 0.6652 -1.2574 0.0995
H -2.4679 0.3389 1.0000
O 1.4288 -0.8534 -0.3405
H 0.8087 1.1364 -0.1570
H -0.7068 0.5688 1.6057
H 0.0934 0.2543 -1.5231
C 1.0022 0.3546 -0.9109
C -1.4518 -0.0761 1.1059
O -1.1762 -1.1735 0.6840
H 1.8045 0.7074 -1.5634

[2]
10
Properties=species:S:1:pos:R:3 method="wB97M-V/def2-TZVPD" homo_ev=-11.1 lumo_ev=0.6832 total_charge=0 spin_multiplicity=1 gap_ha=0.4332 de_lowest_kcal_mol=1.9 energy_ev=-6266.1710
H 0.0161 2.3311 -1.4485
H 0.0691 -1.1571 1.2966
H 0.8876 2.2784 0.0605
C 0.9976 2.1523 -1.0061
H 1.6828 2.8064 -1.5246
H -2.2917 -2.6498 1.2542
O -0.7965 -1.4210 1.6416
O -0.6662 -3.0538 0.0933
H 1.3810 1.1672 -1.2805
C -1.2797 -2.4537 0.9135

[3]
10
Properties=species:S:1:pos:R:3 method="wB97M-V/def2-TZVPD" homo_ev=-9.5 lumo_ev=0.7648 total_charge=0 spin_multiplicity=1 gap_ha=0.3764 de_lowest_kcal_mol=41.4 energy_ev=-6264.4584
H 1.1494 2.6483 0.4569
H 0.5560 2.1653 2.8383
O -0.7652 -3.6436 -2.7293
C 0.3056 0.6653 0.2855
H 0.0222 -4.0892 -3.1431
H 0.8355 0.2585 -0.6328
C 0.6122 1.7831 0.9112
O -0.0932 1.9966 2.1161
H -0.7165 0.2840 0.6799
H -0.4860 -2.7818 -2.4733

[4]
10
Properties=species:S:1:pos:R:3 method="wB97M-V/def2-TZVPD" homo_ev=-8.4 lumo_ev=0.6581 total_charge=0 spin_multiplicity=1 gap_ha=0.3312 de_lowest_kcal_mol=38.7 energy_ev=-6264.5749
H 0.3812 -1.2586 2.4122
H 1.6915 0.6926 -1.0643
H -1.2714 -1.7720 0.5206
C 0.4257 -0.9056 1.3935
C -0.6933 -0.8557 0.6342
O -1.0655 0.1090 -0.2239
O 1.0237 1.3291 -1.3485
H -0.3173 0.7445 -0.2297
H 1.3328 -0.4067 1.0746
H 0.7767 0.9976 -2.2199

[5]
11
Properties=species:S:1:pos:R:3 method="wB97M-V/def2-TZVPD" homo_ev="-9.6 / -9.6" lumo_ev="-1.8364 / -2.0200" total_charge=0 spin_multiplicity=1 gap_ha="0.2852 / 0.2788" de_lowest_kcal_mol=150.6 energy_ev=-17094.9885
S 1.9800 0.4015 0.2065
H -0.0114 1.5398 -0.4872
H -0.2138 0.8171 1.1367
H 2.1340 0.6583 1.5970
H -1.6224 -0.4137 -0.5443
H -0.1792 -0.7322 -1.5060
H -0.3450 -1.4540 0.0947
C -0.5447 -0.5644 -0.4966
O 2.9618 -1.9674 -0.0313
C 0.1215 0.6436 0.1171
O 2.5934 1.5391 -0.4423

[6]
11
Properties=species:S:1:pos:R:3 method="wB97M-V/def2-TZVPD" homo_ev=-9.3 lumo_ev=-0.4759 total_charge=0 spin_multiplicity=1 gap_ha=0.3225 de_lowest_kcal_mol=143.3 energy_ev=-17095.3050
C -1.5429 1.1243 0.5578
O -0.1617 0.8421 0.5866
H -1.7794 1.8400 -0.3327
S 0.3297 -0.5925 -0.1401
C 2.4469 -1.3832 -0.7104
H -1.7785 1.5673 1.5477
O -0.5104 -0.7430 -1.3157
H 2.3536 -0.7206 -1.5723
H -0.2033 -1.3792 0.9858
H -2.0353 0.2685 0.2271
H 2.8814 -0.8238 0.1661

[7]
11
Properties=species:S:1:pos:R:3 method="wB97M-V/def2-TZVPD" homo_ev=-14.7 lumo_ev=-6.2486 total_charge=+1 spin_multiplicity=1 gap_ha=0.3118 de_lowest_kcal_mol=0.0 energy_ev=-26960.5702
H -2.2781 -1.1784 0.0229
H -1.3370 0.1567 1.6844
H -1.0144 1.1880 0.2518
H 2.4972 1.7942 -1.4507
Sc 2.3017 -0.1609 0.2309
H -1.1771 -0.5893 -1.2344
O 0.5891 0.2192 1.0232
C -0.7674 0.2210 0.7361
O 3.0351 1.0569 -1.0579
H -0.6182 -1.8050 -0.0261
C -1.2308 -0.9023 -0.1802

[8]
11
Properties=species:S:1:pos:R:3 method="wB97M-V/def2-TZVPD" homo_ev=-10.4 lumo_ev=0.3751 total_charge=0 spin_multiplicity=1 gap_ha=0.3959 de_lowest_kcal_mol=23.7 energy_ev=-14144.0713
Si 3.4221 0.2896 -0.1720
H 2.2079 -0.6908 1.5013
H -1.6455 -1.4744 -1.0461
C -1.4536 0.4599 -0.2539
C -1.4216 -0.8545 -0.1912
H -1.1825 -1.3819 0.7194
O 4.6802 -0.5207 -0.3323
H -1.7016 0.9770 -1.1664
O 2.2203 0.0244 0.8681
H 2.9114 1.4648 -0.8265
H -1.2322 1.0830 0.5963

[9]
11
Properties=species:S:1:pos:R:3 method="wB97M-V/def2-TZVPD" homo_ev=-10.4 lumo_ev=0.6450 total_charge=0 spin_multiplicity=1 gap_ha=0.4069 de_lowest_kcal_mol=43.2 energy_ev=-8312.6361
O -0.4265 -1.4651 3.5461
C -0.4997 -1.4141 2.3581
H -1.3673 -1.8747 1.8593
H -0.4090 0.4154 -2.4813
O 0.8231 2.0332 -1.9138
H 1.0553 -1.5315 1.3857
H 0.7018 0.1907 -1.1256
H 0.4257 2.4435 -2.6855
O 0.4248 -0.8220 1.5446
H -0.7538 1.1304 -0.8814
C 0.0257 0.8942 -1.6062

[10]
12
Properties=species:S:1:pos:R:3 method="wB97M-V/def2-TZVPD" homo_ev=-4.1 lumo_ev=4.1653 total_charge=-1 spin_multiplicity=1 gap_ha=0.3046 de_lowest_kcal_mol=25.3 energy_ev=-17604.8751
H -2.3328 1.0805 -0.6138
H -1.7259 1.1653 1.0583
O 1.0982 1.1506 1.2206
P 0.9257 0.5421 -0.1079
O -1.1900 -0.5154 -0.0001
H 1.3351 -1.7238 0.5123
H -3.0237 0.0144 0.6383
H 1.5193 -1.5080 -1.2493
O 0.9246 1.3706 -1.3240
H 2.8109 -0.9517 -0.1378
C 1.7378 -1.0948 -0.2707
C -2.0793 0.4701 0.2741

[11]
12
Properties=species:S:1:pos:R:3 method="wB97M-V/def2-TZVPD" homo_ev=-9.3 lumo_ev=0.4041 total_charge=0 spin_multiplicity=1 gap_ha=0.3555 de_lowest_kcal_mol=2.3 energy_ev=-19148.9033
C -1.1398 1.1743 -1.2514
H 0.5641 -3.5950 3.1603
H -2.0456 -0.5689 -1.4959
H 0.5401 -0.1735 0.2060
H 1.7554 -2.8412 2.4991
C 0.2736 1.6929 -1.0770
S 1.1222 1.0237 0.4302
O 0.9836 -2.7074 3.0948
H 0.8539 1.3938 -1.9709
O -1.1581 -0.1461 -1.3358
O -2.1013 1.9548 -1.2821
H 0.3519 2.7926 -0.9773

[12]
10
Properties=species:S:1:pos:R:3 method="wB97M-V/def2-TZVPD" homo_ev=-9.0 lumo_ev=0.7924 total_charge=0 spin_multiplicity=1 gap_ha=0.3598 de_lowest_kcal_mol=16.9 energy_ev=-15052.7003
H -1.0832 0.4660 -1.3247
H -1.4956 1.8289 0.2918
H -0.9000 -2.0152 -0.8254
H 2.1876 0.2014 1.0664
S 2.3353 0.3006 -0.2573
H -1.0781 -1.6917 0.8519
O -1.3938 0.9624 0.6942
C -1.0371 0.1053 -0.3014
H 3.4446 1.0513 -0.0805
C -0.9796 -1.2090 -0.1149